{"formula": "C19H49Cu2N4O8", "method": "ωB97M-V/def2-TZVPD", "e_lumo_ev": [-9.801, -11.926], "spin_multiplicity": 3, "e_homo_ha": [-0.5161, -0.5159], "homo_lumo_gap_ev": [4.2, 2.1], "energy_ev": -132079.007, "charge": 3, "species": ["Cu", "Cu", "O", "C", "O", "O", "H", "C", "O", "C", "C", "N", "C", "C", "O", "C", "H", "H", "H", "H", "H", "H", "H", "H", "H", "H", "H", "H", "H", "H", "H", "C", "C", "C", "O", "C", "N", "H", "H", "H", "H", "H", "H", "H", "H", "H", "H", "H", "C", "C", "C", "O", "C", "N", "H", "H", "H", "H", "H", "H", "H", "H", "H", "H", "H", "C", "C", "C", "O", "C", "N", "H", "H", "H", "H", "H", "H", "H", "H", "H", "H", "H"], "positions_angstrom": [[-1.46378, -4.17942, -1.41344], [2.70493, -3.98608, 3.54188], [1.02011, 1.23767, 0.45130], [0.67639, -0.05045, 0.71416], [1.24874, -0.68178, 1.64200], [-0.06535, -0.64231, -0.07264], [0.48669, 1.50183, -0.30188], [-8.52469, -0.45976, -0.93337], [-7.27662, -1.15746, -1.09084], [-6.68074, -1.08885, -2.40173], [-5.25308, -1.69336, -2.44544], [-5.15321, -3.11195, -1.90970], [-5.77234, -4.00713, -2.97254], [-5.73628, -5.43721, -2.59847], [-4.39131, -5.79052, -2.21681], [-3.98617, -7.18943, -2.48134], [-8.87662, -0.71814, 0.06537], [-9.26597, -0.67566, -1.70278], [-8.31453, 0.60349, -1.04925], [-6.50261, -0.02174, -2.53454], [-7.22985, -1.53292, -3.23202], [-4.70902, -0.90495, -1.92535], [-4.89251, -1.64076, -3.47273], [-5.85007, -3.14721, -1.17947], [-5.33657, -3.86963, -3.96213], [-6.82776, -3.73476, -2.97245], [-6.03077, -6.07145, -3.43460], [-6.44690, -5.74286, -1.83056], [-3.78255, -7.38756, -3.53366], [-4.73870, -7.92412, -2.19496], [-3.10791, -7.57785, -1.96570], [-0.59378, 6.22407, -2.17158], [-1.51108, 5.09781, -2.65704], [-2.79314, 5.58170, -3.46201], [-3.45654, 4.44161, -3.95109], [-4.57975, 4.85273, -4.78315], [-0.69830, 4.17949, -3.43323], [0.37600, 5.86084, -1.83142], [-1.12411, 6.82960, -1.43661], [-0.33888, 6.89714, -2.99015], [-1.88329, 4.55510, -1.78813], [-2.57936, 6.29934, -4.25409], [-3.47268, 6.12141, -2.80244], [-5.09809, 5.67805, -4.29503], [-5.23684, 3.99588, -4.93191], [-4.18384, 5.13871, -5.75761], [-0.20255, 4.61265, -4.19919], [-1.39844, 3.57459, -3.83821], [3.74158, -5.66718, 8.86070], [3.41672, -4.55944, 7.91961], [4.13217, -3.22069, 7.85459], [3.62437, -2.49716, 6.71347], [4.26411, -1.19771, 6.78574], [3.65745, -5.23881, 6.67004], [3.09859, -6.54694, 8.88702], [3.72385, -5.32334, 9.89491], [4.76380, -6.03880, 8.93186], [2.34542, -4.36598, 7.97442], [5.19485, -3.44709, 7.76768], [4.04953, -2.54895, 8.70903], [4.21418, -0.70341, 7.75594], [4.01554, -0.48212, 6.00200], [5.34372, -1.28542, 6.66386], [3.19329, -6.12712, 6.79476], [4.63117, -5.49129, 6.57935], [6.25346, 4.02522, -3.07585], [6.21710, 3.09798, -1.83287], [6.08580, 3.90039, -0.53999], [7.19912, 4.86016, -0.31146], [8.30066, 4.22794, 0.13921], [5.19154, 2.07527, -1.98137], [6.68695, 3.52050, -3.93924], [6.95193, 4.85660, -2.98063], [5.26887, 4.31620, -3.44191], [7.10418, 2.46769, -1.77023], [6.04418, 3.31418, 0.37802], [5.12693, 4.41838, -0.55821], [8.87534, 5.06118, 0.54361], [8.97340, 3.69765, -0.53483], [7.96257, 3.65015, 0.99941], [4.64537, 2.08400, -1.13182], [4.55606, 2.30994, -2.73050]]}

---

{"formula": "C4H14NO3", "method": "ωB97M-V/def2-TZVPD", "e_lumo_ev": -3.072, "spin_multiplicity": 1, "e_homo_ha": -0.5236, "homo_lumo_gap_ev": 11.2, "energy_ev": -11999.737, "charge": 1, "species": ["C", "O", "C", "C", "C", "O", "N", "H", "H", "H", "H", "H", "H", "H", "H", "H", "H", "H", "H", "H", "H", "O"], "positions_angstrom": [[1.82365, -0.28843, 0.13138], [2.07734, -1.63060, 0.58654], [0.31321, -0.01661, -0.19553], [-0.11799, 1.50200, -0.21379], [-0.24537, 2.32521, 1.05792], [-1.46620, 1.36083, -0.58135], [-0.53716, -0.88414, 0.69239], [2.36344, 0.29552, 0.93790], [2.41477, -0.12449, -0.79264], [3.11594, -1.63225, 0.60634], [0.07082, -0.33930, -1.28950], [0.37962, 1.94833, -1.11960], [0.53074, 2.09482, 1.88976], [-1.29116, 2.16627, 1.45595], [-0.45812, 3.37836, 0.79567], [-1.48923, 1.32561, -1.64100], [-0.78605, -1.81620, 0.13618], [-1.41273, -0.56609, 0.98177], [-0.00734, -1.05573, 1.53592], [-1.17138, -3.19593, -1.98566], [-2.55134, -2.39675, -1.50739], [-1.55547, -2.45042, -1.48125]]}

---

{"formula": "BrH2PS2", "method": "ωB97M-V/def2-TZVPD", "smiles": "S=PBr.S", "e_lumo_ev": -1.770, "spin_multiplicity": 1, "e_homo_ha": -0.3539, "homo_lumo_gap_ev": 7.9, "energy_ev": -101034.376, "species": ["S", "P", "Br", "S", "H", "H"], "positions_angstrom": [[1.54937, 1.23833, 0.64771], [2.94343, 0.53307, -0.46689], [3.44524, -1.58524, 0.14829], [-2.97774, 0.35639, 0.19156], [-2.63782, -0.89078, 0.59761], [-2.32248, 0.34823, -1.11828]]}

---

{"formula": "C6H11N", "method": "ωB97M-V/def2-TZVPD", "smiles": "C=CC/C(C)=C/N", "e_lumo_ev": 1.045, "spin_multiplicity": 1, "e_homo_ha": -0.2625, "homo_lumo_gap_ev": 8.2, "energy_ev": -7886.182, "species": ["C", "C", "C", "C", "C", "C", "N", "H", "H", "H", "H", "H", "H", "H", "H", "H", "H", "H"], "positions_angstrom": [[0.48701, 0.18276, 2.24464], [0.73018, -0.92441, 1.43507], [-0.29630, -1.35527, 0.48998], [-0.34094, -0.28389, -0.64155], [-1.74158, -0.16971, -1.28832], [0.76429, 0.41252, -0.90108], [0.66091, 1.83271, -1.21278], [1.40430, 0.55127, 2.71338], [-0.50328, 0.58513, 2.43769], [1.43488, -1.64866, 1.89289], [-0.06829, -2.37721, 0.21364], [-1.29417, -1.12647, 0.81930], [-1.76151, 0.89982, -1.54482], [-1.69604, -0.89742, -2.09116], [-2.58214, -0.57775, -0.75000], [1.73973, 0.04965, -1.18315], [-0.26696, 2.08318, -1.13514], [1.35121, 2.45750, -0.91567]]}

---

{"formula": "C4H7OP", "method": "ωB97M-V/def2-TZVPD", "e_lumo_ev": [-0.571, -0.425], "spin_multiplicity": 1, "e_homo_ha": [-0.3100, -0.2992], "homo_lumo_gap_ev": [7.9, 7.7], "energy_ev": -15593.211, "species": ["C", "C", "C", "C", "O", "P", "H", "H", "H", "H", "H", "H", "H"], "positions_angstrom": [[0.31919, -0.59466, 0.22422], [0.09344, 0.71536, 0.05583], [-0.59297, -1.85378, 0.30469], [-0.93980, 1.79801, 0.12899], [1.71259, -0.90849, -0.08704], [2.66173, 0.45510, -0.15967], [-0.32028, -2.44036, 1.30760], [-0.22888, -2.37721, -0.52679], [-1.59124, -1.64688, 0.25103], [-0.46879, 2.68082, -0.51652], [-1.17620, 2.10391, 1.09239], [-1.91888, 1.61768, -0.46181], [2.45009, 0.45050, -1.61294]]}

---

{"formula": "C5H9N4S3", "method": "ωB97M-V/def2-TZVPD", "e_lumo_ev": -4.029, "spin_multiplicity": 1, "e_homo_ha": -0.4306, "homo_lumo_gap_ev": 7.7, "energy_ev": -43786.330, "charge": 1, "species": ["C", "C", "C", "C", "C", "N", "N", "N", "N", "S", "S", "S", "H", "H", "H", "H", "H", "H", "H", "H", "H"], "positions_angstrom": [[-1.69822, 2.03255, 0.88409], [2.14759, 0.00003, -2.89935], [-0.04885, 1.26028, -0.31166], [3.16738, -2.03822, -1.55339], [-1.18585, -2.14633, 1.47556], [-1.68250, 0.74310, 1.05340], [-0.72324, 0.27415, 0.29910], [-0.60660, 2.39538, 0.10409], [-2.60472, 2.85615, 1.47454], [1.21661, 1.07893, -2.27376], [3.29363, -1.15838, -3.16276], [-0.21030, -1.36689, 0.16223], [4.08708, -2.66682, -1.34227], [2.43320, -2.81020, -1.53141], [2.91011, -1.31009, -0.78615], [-0.87250, -1.79652, 2.42183], [-1.15123, -3.15462, 1.30718], [-2.23550, -2.09395, 1.48123], [-0.54718, 3.43047, -0.13188], [-3.12438, 2.68524, 2.35214], [-2.56455, 3.78576, 0.97723]]}

---

{"formula": "C24H37Br2Cl2FK2LiN5O11P", "method": "ωB97M-V/def2-TZVPD", "e_lumo_ev": -0.615, "spin_multiplicity": 1, "e_homo_ha": -0.0758, "homo_lumo_gap_ev": 1.4, "energy_ev": -265440.657, "charge": -1, "species": ["N", "C", "C", "C", "C", "C", "O", "N", "O", "C", "O", "N", "C", "C", "C", "C", "C", "C", "N", "H", "H", "H", "H", "H", "H", "H", "H", "H", "H", "H", "H", "H", "H", "H", "H", "F", "K", "C", "C", "O", "H", "H", "H", "H", "H", "H", "O", "P", "O", "O", "O", "Cl", "C", "C", "Cl", "H", "H", "H", "H", "Br", "C", "C", "Br", "H", "H", "H", "H", "Li", "C", "C", "C", "C", "C", "C", "N", "O", "O", "H", "H", "H", "H", "H", "K", "O", "H", "H"], "positions_angstrom": [[0.20151, 2.83299, 0.37163], [-1.12858, 2.46583, 0.93641], [-1.13994, 1.13093, 1.69395], [-0.27753, 0.02535, 1.07624], [1.15549, -0.12346, 1.59841], [1.42072, -0.21888, 3.11001], [1.10592, 0.87901, 3.93002], [2.10142, 1.91956, 3.81827], [1.58566, 2.92920, 3.38332], [3.01862, -0.22807, 3.04389], [3.73548, -0.60098, 3.95770], [3.45276, 0.21186, 1.81001], [2.28217, 0.70430, 1.01179], [2.63841, 0.48506, -0.52651], [2.51670, -0.78367, -1.03402], [2.87269, -1.02630, -2.37537], [3.33545, 0.05729, -3.08484], [3.39789, 1.31876, -2.48807], [3.06914, 1.56439, -1.22717], [0.02477, 3.25023, -0.53508], [0.53449, 3.62025, 0.91746], [-1.44164, 3.22497, 1.64425], [-1.86972, 2.42761, 0.14346], [-2.17258, 0.78274, 1.65771], [-0.93330, 1.32631, 2.74151], [-0.22429, 0.21397, 0.00252], [-0.78604, -0.92802, 1.20850], [1.40787, -1.14873, 1.29284], [1.22966, -1.19890, 3.53786], [3.95728, -0.54727, 1.33694], [2.24382, 1.77816, 1.22298], [2.16718, -1.60003, -0.44165], [2.83958, -1.99955, -2.87575], [3.65504, -0.02861, -4.11136], [3.76189, 2.16731, -3.08046], [5.33104, 3.09108, -3.24992], [4.55605, 2.50586, -0.09221], [-5.40268, 4.88836, 0.15373], [-4.79994, 3.52621, 0.44302], [-3.90288, 3.59786, 1.56139], [-4.61721, 5.61754, -0.05892], [-6.07991, 4.83989, -0.69975], [-5.95884, 5.25580, 1.02061], [-4.23217, 3.16998, -0.41380], [-5.57753, 2.79765, 0.66069], [-4.40926, 3.90023, 2.32026], [-7.87067, -0.78581, -0.83473], [-6.88611, 0.13029, -0.11621], [-7.58501, 0.77875, 1.07230], [-6.38610, 1.22790, -1.04932], [-5.69836, -0.70800, 0.34418], [5.27370, 7.44895, -0.91361], [5.86926, 7.93490, 0.68904], [6.73521, 6.87166, 1.31218], [5.79075, 5.42163, 1.75652], [5.01010, 8.16456, 1.31446], [6.45316, 8.84409, 0.55470], [7.18553, 7.24802, 2.22893], [7.53027, 6.55965, 0.64055], [2.45138, -6.92175, -3.05918], [3.87742, -6.29071, -1.89236], [3.34192, -5.43095, -0.77367], [2.87435, -3.65748, -1.41683], [4.58926, -5.76159, -2.53107], [4.34376, -7.19598, -1.49335], [4.11114, -5.26143, -0.01703], [2.46108, -5.85039, -0.29722], [6.25387, -5.98233, -0.99311], [-5.74068, -5.32316, -2.92618], [-6.99204, -4.81980, -2.59941], [-7.28955, -4.49597, -1.28552], [-6.32211, -4.67966, -0.31818], [-5.07276, -5.18350, -0.62270], [-4.78312, -5.50826, -1.93773], [-6.62961, -4.31109, 1.07321], [-7.74157, -3.89604, 1.30242], [-5.74632, -4.44046, 1.89923], [-5.50924, -5.56898, -3.95469], [-7.73654, -4.67365, -3.36962], [-8.25975, -4.09938, -1.02716], [-4.33048, -5.32065, 0.14894], [-3.80822, -5.90115, -2.19301], [4.20150, 1.48324, 4.90322], [5.95069, -3.02035, -3.15839], [6.36956, -2.16819, -2.99603], [5.06968, -2.93105, -2.77607]]}

---

{"formula": "C13H16N6OPtS3", "method": "ωB97M-V/def2-TZVPD", "e_lumo_ev": -1.123, "spin_multiplicity": 1, "e_homo_ha": -0.2474, "homo_lumo_gap_ev": 5.6, "energy_ev": -60478.657, "species": ["Pt", "N", "C", "N", "C", "N", "C", "C", "N", "C", "C", "N", "H", "H", "H", "H", "H", "S", "C", "S", "S", "O", "C", "C", "C", "C", "C", "C", "N", "H", "H", "H", "H", "H", "H", "H", "H", "H", "H", "H"], "positions_angstrom": [[-1.52327, 0.52023, 0.10283], [-2.03842, -4.55405, -0.58230], [-2.34733, -3.88749, -1.71973], [-2.57455, -2.62035, -1.80056], [-1.53628, -2.67169, 0.64896], [-1.49483, -3.97788, 0.51568], [-0.80241, -2.00314, 1.64308], [-0.19262, -2.71719, 2.71295], [0.44452, -2.14682, 3.68887], [0.52418, -0.79739, 3.67307], [-0.02516, -0.06241, 2.65092], [-0.66015, -0.63415, 1.61980], [-1.94111, -5.55928, -0.58204], [-2.43727, -4.47351, -2.62581], [-0.28168, -3.79358, 2.72675], [1.04023, -0.33014, 4.49793], [0.05207, 1.01789, 2.64222], [-3.70141, 1.15782, 2.44656], [-3.07038, 1.46514, 1.01471], [-3.15474, 2.33839, -0.37086], [-2.64868, -1.71903, -0.40859], [-0.23690, 0.54347, -1.97157], [0.46422, 1.50470, -2.23683], [0.14289, 2.91480, -1.82008], [0.70784, 2.96460, -0.38037], [2.15304, 2.46787, -0.20988], [2.35993, 0.95122, -0.37976], [2.57386, 0.52143, -1.84404], [1.74112, 1.33954, -2.71886], [-0.93199, 3.08893, -1.78416], [0.62268, 3.66251, -2.45144], [0.04912, 2.33962, 0.25845], [0.64336, 3.99260, -0.01790], [2.46010, 2.73077, 0.80477], [2.81245, 3.01481, -0.88912], [1.47852, 0.43847, 0.02283], [3.21785, 0.63114, 0.21262], [2.30742, -0.52830, -1.96789], [3.61241, 0.66045, -2.14713], [2.19138, 2.20999, -2.97410]]}